# 1
This record from the OMol25 dataset describes a 2-piece molecular cluster, C3H2O2 overall at a distorted geometry. The level of theory is wB97M-V/def2-TZVPD.

XYZ file:
```
7
Properties=species:S:1:pos:R:3:forces:R:3:lowdin_charge:R:1
C 1.9660 0.5790 0.1965 2.208 -4.861 -2.694 0.044
C 2.0051 -0.6209 -0.3159 0.756 -2.437 -1.308 0.014
C -2.5199 0.1027 0.0759 -0.148 -0.630 -0.751 -0.435
O -2.2562 0.6226 1.0592 0.370 0.895 1.446 0.219
O -2.7768 -0.4480 -0.9035 -0.207 -0.266 -0.698 0.210
H 1.7578 1.3940 0.6140 -2.381 6.115 3.303 -0.077
H 1.8241 -1.6294 -0.7261 -0.599 1.185 0.702 0.025
```
Forces are in eV/Å.

## Properties
HOMO (alpha / beta)   -5.9 / -10.5 eV
Orbital gap (alpha / beta)   6.46 / 8.07 eV
Energy relative to the best compared isomer or geometry (same formula, charge and spin)   2.2218 eV
Spin multiplicity   3
Net charge   0

=====

# 2
This record from the OMol25 dataset describes a 2-piece molecular cluster, C3H2O2S overall at a distorted geometry. The level of theory is wB97M-V/def2-TZVPD.

XYZ file:
```
8
Properties=species:S:1:pos:R:3:forces:R:3:lowdin_charge:R:1
C 0.4032 -1.1262 -0.5080 1.726 -0.633 0.466 0.160
C -0.7368 -0.8701 -0.2682 -2.411 0.898 -0.200 -0.069
C -2.0561 -0.2587 -0.1936 1.428 3.610 -0.290 -0.640
O -3.0861 -0.2934 -1.0715 1.105 -0.090 1.096 -0.259
O -1.4367 1.6945 0.0386 -0.274 -3.650 -1.115 -0.196
S -3.5703 -0.2437 0.6436 0.154 -0.649 -0.257 0.994
H 1.4667 -1.3891 -0.5197 -1.112 0.252 -0.246 0.067
H -2.1028 1.9214 0.6760 -0.617 0.264 0.546 -0.057
```
Forces are in eV/Å.

## Properties
HOMO   -9.9 eV
Orbital gap   8.73 eV
Energy relative to the best compared isomer or geometry (same formula, charge and spin)   6.0584 eV
Net charge   0

=====

# 3
This record from the OMol25 dataset describes a 2-piece molecular cluster, C3H2O2S overall at a distorted geometry. The level of theory is wB97M-V/def2-TZVPD.

XYZ file:
```
8
Properties=species:S:1:pos:R:3:forces:R:3:lowdin_charge:R:1
C -1.3049 -0.3540 -0.0035 -0.132 -0.546 0.336 -0.026
C -1.0967 0.6990 0.7500 2.460 2.369 1.963 -0.298
O -0.6537 1.6602 1.3296 -2.371 -3.141 -1.727 0.072
H -1.3203 -0.0720 -1.0384 -0.243 -0.074 -0.480 0.061
H -1.2749 -1.4339 0.2572 -0.227 1.295 0.161 0.091
O 2.1568 -1.3777 -0.2093 0.414 -2.002 0.145 0.123
C 1.9138 -0.2905 -0.4431 0.217 -0.643 0.392 -0.906
S 1.5800 1.1690 -0.6424 -0.118 2.743 -0.790 0.883
```
Forces are in eV/Å.

## Properties
HOMO   -9.5 eV
SMILES   C=C=O.O=C=S
Orbital gap   10.12 eV
Energy relative to the best compared isomer or geometry (same formula, charge and spin)   0.5007 eV
Net charge   0

=====

# 4
This record from the OMol25 dataset describes a single C3H2O3 molecule. The level of theory is wB97M-V/def2-TZVPD.

XYZ file:
```
8
Properties=species:S:1:pos:R:3:forces:R:3:lowdin_charge:R:1
O -0.3298 1.8081 1.1215 -0.142 -0.559 -0.107 0.102
C -0.6186 0.6518 0.9550 0.083 0.480 0.171 -0.164
C 0.3908 -0.3124 0.3262 0.352 -0.210 0.265 -0.297
O 1.1861 -0.9370 0.9844 -0.422 0.283 -0.303 0.140
C 0.3452 -0.4448 -1.1935 -0.302 0.160 -0.354 -0.155
O -0.5194 0.0952 -1.8356 0.422 -0.273 0.325 0.101
H -1.5902 0.2241 1.2705 0.080 0.044 -0.013 0.137
H 1.1358 -1.0850 -1.6285 -0.072 0.076 0.017 0.136
```
Forces are in eV/Å.

## Properties
HOMO   -10.1 eV
SMILES   O=CC(=O)C=O
Orbital gap   8.86 eV
Energy relative to the best compared isomer or geometry (same formula, charge and spin)   1.5815 eV
Net charge   0

=====

# 5
This record from the OMol25 dataset describes a 2-piece molecular cluster, C3H2O3 overall at a distorted geometry. The level of theory is wB97M-V/def2-TZVPD.

XYZ file:
```
8
Properties=species:S:1:pos:R:3:forces:R:3:lowdin_charge:R:1
C -1.7916 -0.6034 0.2030 -3.819 0.204 -2.737 -0.486
C 1.2248 0.5545 0.1152 0.998 0.917 0.373 -0.110
C -0.0009 0.4229 -0.8004 1.208 1.574 0.309 0.040
O -2.6211 -0.4347 -0.6357 1.915 -0.455 2.120 0.155
O -1.1342 -0.8771 1.1090 0.816 -0.176 0.813 0.190
O 1.0484 -0.2039 -1.0993 0.539 -1.148 -1.086 0.027
H 2.1410 1.2296 0.1561 -1.850 -0.481 -0.610 0.125
H 1.1336 -0.0878 0.9521 0.193 -0.436 0.818 0.059
```
Forces are in eV/Å.

## Properties
HOMO   -10.1 eV
Orbital gap   10.21 eV
Energy relative to the best compared isomer or geometry (same formula, charge and spin)   3.2382 eV
Net charge   0

=====

# 6
This record from the OMol25 dataset describes C3H2O3 as an isolated structure at a distorted geometry. The level of theory is wB97M-V/def2-TZVPD.

XYZ file:
```
8
Properties=species:S:1:pos:R:3:forces:R:3:lowdin_charge:R:1
C -0.7583 -0.0184 -0.3624 1.553 0.285 -2.595 -0.180
C 0.6247 0.0632 0.3826 -0.195 -0.511 0.975 -0.256
C 2.5770 0.0364 -0.0786 -2.644 -0.238 -0.293 0.060
O -1.7555 0.1071 0.2550 -0.905 -0.007 0.872 0.101
O 1.6153 1.0296 0.0229 0.617 -0.474 0.110 -0.042
O 1.6193 -0.9808 0.0418 -0.003 1.666 1.060 -0.043
H -0.8038 -0.1320 -1.5318 0.512 0.020 1.789 0.164
H 0.3004 0.2067 1.5020 1.066 -0.741 -1.918 0.195
```
Forces are in eV/Å.

## Properties
HOMO   -10.6 eV
Orbital gap   10.23 eV
Energy relative to the best compared isomer or geometry (same formula, charge and spin)   3.8090 eV
Net charge   0

=====

# 7
This record from the OMol25 dataset describes a single C3H2O3 molecule. The level of theory is wB97M-V/def2-TZVPD.

XYZ file:
```
8
Properties=species:S:1:pos:R:3:forces:R:3:lowdin_charge:R:1
O -0.0816 -1.5903 1.0056 -0.318 0.127 -0.168 0.102
C -0.7460 -0.9280 0.2544 0.082 -0.203 0.168 -0.199
C -0.3281 0.4595 -0.1366 -0.108 -0.045 0.006 -0.065
O 0.6387 1.0683 0.8339 0.207 0.014 -0.073 0.156
C 1.1126 0.6404 -0.3202 0.543 0.014 -0.249 -0.452
O 2.1375 0.5012 -0.9003 -0.647 0.219 0.305 0.180
H -1.6683 -1.3158 -0.2176 0.064 0.060 0.026 0.130
H -1.0648 1.1647 -0.5192 0.178 -0.187 -0.017 0.148
```
Forces are in eV/Å.

## Properties
HOMO   -10.8 eV
SMILES   O=C[C@H]1OC1=O
Orbital gap   10.69 eV
Energy relative to the best compared isomer or geometry (same formula, charge and spin)   1.8050 eV
Net charge   0

=====

# 8
This record from the OMol25 dataset describes a single C3H2O3 molecule. The level of theory is wB97M-V/def2-TZVPD.

XYZ file:
```
8
Properties=species:S:1:pos:R:3:forces:R:3:lowdin_charge:R:1
O -2.5211 0.7534 0.1889 0.392 0.165 0.203 0.050
C -1.4180 0.7261 0.6900 -0.498 -0.009 -0.209 -0.266
C -0.3761 -0.1689 0.1761 -0.029 0.127 -0.015 0.026
O 0.4979 0.3666 -0.6181 -0.298 -0.224 0.511 0.033
C 1.4579 -0.7211 -0.6902 0.944 -0.161 0.146 -0.270
O 2.5096 -0.6205 -0.1662 -0.563 0.006 -0.509 0.151
H -1.1670 1.2269 1.6517 -0.052 0.019 -0.131 0.129
H 1.0168 -1.5626 -1.2321 0.104 0.077 0.004 0.147
```
Forces are in eV/Å.

## Properties
HOMO   -9.6 eV
Orbital gap   9.20 eV
Energy relative to the best compared isomer or geometry (same formula, charge and spin)   3.6732 eV
Net charge   0

=====

# 9
This record from the OMol25 dataset describes a single C3H2O3 molecule. The level of theory is wB97M-V/def2-TZVPD.

XYZ file:
```
8
Properties=species:S:1:pos:R:3:forces:R:3:lowdin_charge:R:1
O 1.4367 -0.0252 1.4893 -0.338 -0.331 -0.376 0.103
C 0.8198 -0.7297 0.7332 0.319 0.207 0.339 -0.162
C 0.1943 -0.1387 -0.5299 0.187 -0.079 -0.430 -0.296
O 0.6048 -0.4210 -1.6296 -0.218 0.082 0.541 0.136
C -0.9713 0.8324 -0.3532 -0.310 0.128 0.378 -0.157
O -1.5237 0.9648 0.7079 0.273 -0.076 -0.541 0.104
H 0.7236 -1.8242 0.8671 0.053 0.081 -0.015 0.137
H -1.2843 1.3416 -1.2847 0.034 -0.012 0.105 0.136
```
Forces are in eV/Å.

## Properties
HOMO   -10.1 eV
SMILES   O=CC(=O)C=O
Orbital gap   8.85 eV
Energy relative to the best compared isomer or geometry (same formula, charge and spin)   1.5529 eV
Net charge   0

=====

# 10
This record from the OMol25 dataset describes a single C3H2O3 molecule. The level of theory is wB97M-V/def2-TZVPD.

XYZ file:
```
8
Properties=species:S:1:pos:R:3:forces:R:3:lowdin_charge:R:1
O 1.9663 -0.7482 -0.4224 -0.597 0.025 -0.122 0.102
C 0.7968 -0.7521 -0.7063 0.509 -0.047 0.015 -0.166
C -0.0933 0.4518 -0.3855 -0.053 0.353 -0.295 -0.298
O -0.2984 1.3407 -1.1749 0.101 -0.451 0.371 0.140
C -0.7386 0.4450 0.9972 -0.042 -0.334 0.366 -0.154
O -0.6442 -0.5225 1.7092 -0.058 0.485 -0.341 0.101
H 0.3073 -1.5953 -1.2310 0.073 0.046 0.010 0.137
H -1.3115 1.3545 1.2580 0.068 -0.076 -0.006 0.136
```
Forces are in eV/Å.

## Properties
HOMO   -10.0 eV
SMILES   O=CC(=O)C=O
Orbital gap   8.85 eV
Energy relative to the best compared isomer or geometry (same formula, charge and spin)   1.5811 eV
Net charge   0

=====

# 11
This record from the OMol25 dataset describes a single C3H2O3S molecule at a distorted geometry. The level of theory is wB97M-V/def2-TZVPD.

XYZ file:
```
9
Properties=species:S:1:pos:R:3:forces:R:3:lowdin_charge:R:1
O 1.1690 -0.1437 -2.8024 0.288 0.494 0.423 -0.304
S 1.3608 -0.6482 -1.4739 -1.410 -1.800 -0.819 0.812
O 2.2974 -1.7175 -1.2902 0.238 0.609 0.354 -0.306
C -0.0838 -0.8179 -0.5679 1.388 -0.022 -0.918 -0.059
C -0.3858 0.0505 0.3391 -0.571 0.782 1.074 -0.400
C -1.1853 0.6542 1.3773 -0.903 -0.546 0.097 -0.039
O 0.0757 1.1622 0.9475 0.918 0.438 -0.234 0.058
H -2.0499 1.2464 1.1046 0.006 0.074 -0.030 0.119
H -1.1981 0.2140 2.3660 0.044 -0.030 0.054 0.119
```
Forces are in eV/Å.

## Properties
HOMO (alpha / beta)   -10.4 / -10.4 eV
SMILES   O=S(=O)=C=C1CO1
Orbital gap (alpha / beta)   8.35 / 8.35 eV
Energy relative to the best compared isomer or geometry (same formula, charge and spin)   5.9960 eV
Net charge   0

=====

# 12
This record from the OMol25 dataset describes C3H2O3Tm as an isolated structure at a distorted geometry. The level of theory is wB97M-V/def2-TZVPD.

XYZ file:
```
9
Properties=species:S:1:pos:R:3:forces:R:3:lowdin_charge:R:1
O 0.5216 -1.2470 1.3814 -0.364 -1.973 -1.473 0.156
C 0.4751 0.0506 1.1695 -1.908 3.399 -0.102 -0.087
C 0.8400 -2.0348 0.2593 0.276 -0.256 4.068 0.136
O -0.4897 0.8262 1.0471 2.069 -2.286 2.117 -0.052
O 0.5150 -0.1417 -0.9905 0.660 -3.636 -0.947 -0.195
C 0.9087 -1.4158 -0.9264 0.920 4.664 -2.639 -0.048
Tm -1.2801 1.1468 -0.9515 -0.576 0.784 -0.864 1.724
H 1.2050 -3.0248 0.5098 -0.392 -0.070 0.055 0.185
H 1.5965 -1.7367 -1.7125 -0.685 -0.626 -0.215 0.181
```
Forces are in eV/Å.

## Properties
HOMO (alpha / beta)   -18.2 / -17.6 eV
Orbital gap (alpha / beta)   8.79 / 5.47 eV
Energy relative to the best compared isomer or geometry (same formula, charge and spin)   1.1464 eV
Spin multiplicity   4
Net charge   +2